# 1
DFT (ωB97M-V with the def2-TZVPD basis set) results for a 2-piece molecular cluster, C5H14N2O overall at a distorted geometry.

```
22
Properties=species:S:1:pos:R:3:forces:R:3:nbo_charge:R:1
C -0.951 1.454 -0.159 1.2 -1.5 -1.9 -0.45
H -1.300 1.022 0.741 0.0 -0.1 1.5 0.21
N 0.914 2.310 1.277 -0.4 2.0 -1.7 -0.87
H 0.741 3.068 -0.626 -0.9 -1.3 -0.4 0.21
H -1.870 1.661 -0.645 -0.9 1.4 -0.8 0.20
H -0.534 -0.401 2.936 2.1 0.9 -0.6 0.48
H 0.555 0.712 -1.561 -0.7 -0.7 0.3 0.18
H -1.494 -1.473 -0.351 0.5 1.0 -0.4 0.19
N 0.066 -1.755 -1.693 -2.0 -3.8 -0.6 -0.60
O 0.351 0.007 2.641 -2.7 -0.9 0.6 -0.94
C 0.031 2.568 0.075 1.0 0.0 2.8 -0.22
H 1.060 -3.589 -1.965 -0.4 0.1 0.1 0.21
C -0.313 0.372 -0.945 -0.7 -1.8 0.4 -0.28
H 0.856 -1.282 -1.937 2.6 0.7 -1.0 0.37
C 0.195 -3.192 -1.416 0.5 0.6 0.0 -0.41
H 0.350 -3.351 -0.365 0.6 -0.1 0.8 0.17
H -0.678 -3.819 -1.589 -0.3 0.4 -0.8 0.19
H 1.737 1.877 0.960 1.0 -0.7 0.0 0.34
H 1.018 -0.488 3.098 0.5 -0.5 0.4 0.47
C -0.699 -0.946 -0.928 0.6 2.3 0.5 0.00
H -0.639 3.319 0.309 -0.9 2.4 0.9 0.18
H 0.606 1.923 2.144 -0.7 -0.3 -0.3 0.39
```
Positions in Å, forces in eV/Å.

Summary:
- multiplicity = 1
- energy relative to the best compared isomer or geometry (same formula, charge and spin) (eV) = 3.897
- net charge = 0
- E_HOMO (eV) = -7.06
- gap between HOMO and LUMO (eV) = 7.61

# 2
DFT (ωB97M-V with the def2-TZVPD basis set) results for B4BaF22P as an isolated structure at a distorted geometry.

```
28
Properties=species:S:1:pos:R:3:forces:R:3:nbo_charge:R:1
F 0.081 -1.281 -2.145 -0.3 0.4 -0.5 -0.58
F 1.420 3.398 -0.665 -0.2 0.3 0.1 -0.58
F 0.859 3.927 -2.888 0.1 0.5 0.4 -0.61
F 1.814 -2.643 -2.807 -0.3 -0.4 -0.1 -0.57
F -4.427 -2.053 0.544 0.0 0.1 0.0 -0.57
P 1.031 2.588 -1.973 0.1 -0.5 -0.9 2.61
F -0.554 2.655 -1.603 0.5 -0.1 0.1 -0.59
F 1.689 -0.825 3.921 -0.1 -0.3 -0.1 -0.58
F -2.095 1.564 0.931 -0.5 -0.3 0.4 -0.57
F 0.244 -3.290 -1.165 0.1 -0.4 -0.2 -0.57
F -2.954 -3.258 -0.743 -0.4 0.2 -0.2 -0.57
B 1.856 -1.092 2.549 1.5 0.9 0.5 1.34
F 2.635 2.579 -2.354 -0.5 -0.4 -0.1 -0.61
F 3.078 -1.756 2.328 -0.2 -0.1 0.2 -0.58
B -3.156 -2.072 -0.033 0.5 -0.3 0.0 1.35
F 1.900 0.153 1.860 -0.1 -0.4 0.0 -0.58
F -0.859 0.763 2.744 -0.8 -0.9 0.7 -0.56
B -1.159 1.850 1.949 0.5 1.8 -0.1 1.31
F 0.045 2.115 1.272 0.1 0.6 -0.1 -0.57
F 0.686 1.729 -3.296 0.1 -0.1 -0.3 -0.59
F 1.167 1.148 -1.195 0.4 0.8 0.0 -0.61
F -2.910 -0.920 -0.804 -0.4 0.0 -0.4 -0.58
Ba -0.296 -0.384 0.316 0.0 0.3 -0.8 1.88
F 1.822 -1.734 -0.732 0.2 0.3 0.3 -0.58
B 0.992 -2.259 -1.738 0.6 -0.5 -0.2 1.32
F -1.574 2.948 2.718 -0.1 -0.2 0.0 -0.57
F 0.799 -1.844 2.045 -0.3 -0.8 0.4 -0.58
F -2.132 -2.005 0.965 -0.5 -0.6 0.7 -0.61
```
Positions in Å, forces in eV/Å.

Summary:
- multiplicity = 1
- energy relative to the best compared isomer or geometry (same formula, charge and spin) (eV) = 0.000
- net charge = -3
- E_HOMO (eV) = -4.00
- gap between HOMO and LUMO (eV) = 10.93

# 3
DFT (ωB97M-V with the def2-TZVPD basis set) results for one molecule with the formula C8H8N2O at a distorted geometry.

```
19
Properties=species:S:1:pos:R:3:forces:R:3:nbo_charge:R:1
C 2.257 1.233 -0.120 1.3 4.0 -0.7 0.16
O 2.784 0.057 0.179 -0.3 -1.1 0.4 -0.51
C 2.001 -1.111 0.001 -1.9 -1.0 0.4 0.46
H 2.872 -2.318 1.313 0.2 0.3 -0.7 0.35
H 0.715 -0.279 -1.829 -0.8 -0.1 0.6 0.22
H 3.042 2.040 -0.367 -0.8 -1.6 0.6 0.19
N 2.214 -2.253 0.523 -0.5 2.1 -0.3 -0.74
C -0.872 -1.387 -0.745 1.4 -1.8 -2.4 -0.25
C 0.167 -0.382 -0.870 2.3 0.6 -0.2 0.01
H -0.537 -2.234 -1.477 -1.3 0.9 2.0 0.24
C -2.174 0.126 0.568 -0.4 -3.1 0.4 -0.32
C 1.016 1.777 -0.163 0.1 -0.2 -2.1 -0.17
C -1.184 0.999 0.521 0.9 3.0 1.0 0.06
H -1.114 1.956 1.144 -0.6 -1.5 -1.0 0.22
H -2.976 0.178 1.267 -0.4 0.7 0.3 0.22
C -1.999 -1.236 -0.029 0.4 1.2 0.1 -0.17
H 0.881 2.812 -0.681 0.3 -1.9 1.5 0.23
H -2.721 -2.053 0.164 0.4 0.8 -0.4 0.23
N -0.074 0.877 -0.278 -0.2 -1.1 0.4 -0.43
```
Positions in Å, forces in eV/Å.

Summary:
- multiplicity = 1
- energy relative to the best compared isomer or geometry (same formula, charge and spin) (eV) = 5.692
- net charge = 0
- E_HOMO (eV) = -7.43
- gap between HOMO and LUMO (eV) = 7.97

# 4
DFT (ωB97M-V with the def2-TZVPD basis set) results for a 2-piece molecular cluster, C10H12BrN2 overall at a distorted geometry.

```
25
Properties=species:S:1:pos:R:3:forces:R:3:nbo_charge:R:1
H -2.267 -2.497 -1.074 1.0 -1.3 1.6 0.25
C 1.859 3.019 0.352 3.1 2.7 0.3 -0.65
H 2.338 -1.805 1.803 -1.4 0.1 -0.4 0.25
H 2.851 2.667 0.747 -0.9 0.2 -0.2 0.25
C 0.878 -0.149 1.832 0.4 0.3 -0.7 -0.30
H 2.141 3.457 -0.674 -0.9 -0.3 1.7 0.25
H 0.638 -0.247 2.864 -0.7 0.1 0.8 0.25
H -1.257 1.969 -2.314 0.6 -0.8 0.5 0.20
H 1.312 -3.246 0.100 -0.1 1.0 0.4 0.25
H -1.666 -2.634 0.772 -0.3 -0.3 -1.4 0.26
C -0.524 1.437 -1.646 -1.9 0.3 -2.3 0.29
N -0.257 0.065 -2.152 0.0 -3.3 2.4 -0.54
C -0.262 -1.984 -0.581 -0.2 0.5 1.1 -0.07
C -1.445 -2.827 -0.324 -1.2 0.2 -0.1 -0.61
N -0.035 2.004 -0.706 0.5 1.9 1.8 -0.34
C -0.309 -1.037 -1.438 1.2 3.7 -1.5 0.50
C 1.400 -1.441 1.287 1.0 -0.6 -0.5 -0.12
C 0.942 1.926 0.296 -1.5 -1.9 -0.3 0.07
H 1.492 3.766 1.151 0.6 -0.6 -1.8 0.26
C 0.861 1.021 1.232 0.0 -2.2 -0.3 0.09
H -4.983 1.559 1.063 1.5 -0.5 -0.6 0.25
H 0.119 -0.027 -3.075 0.0 0.1 -0.9 0.44
Br -3.655 1.099 0.550 -1.4 0.5 0.6 -0.25
H -1.055 -3.861 -0.387 -0.9 0.2 -0.3 0.26
C 0.886 -2.234 0.321 1.6 -0.1 0.1 -0.24
```
Positions in Å, forces in eV/Å.

Summary:
- multiplicity = 1
- energy relative to the best compared isomer or geometry (same formula, charge and spin) (eV) = 5.913
- net charge = +1
- E_HOMO (eV) = -12.21
- gap between HOMO and LUMO (eV) = 7.71

# 5
DFT (ωB97M-V with the def2-TZVPD basis set) results for C22H49BrCaClF4LiN4O13S as an isolated structure at a distorted geometry.

```
97
Properties=species:S:1:pos:R:3:forces:R:3:mulliken_charge:R:1
C -1.550 1.206 -1.313 0.5 1.6 0.3 -0.61
H 4.745 5.900 -3.051 -0.1 -0.1 -0.1 0.45
C -6.947 0.920 1.677 -0.2 -0.5 -1.0 -0.95
H -4.395 0.023 2.117 0.1 0.1 0.2 0.49
O 4.587 -0.846 1.852 0.9 -1.3 -0.4 -0.34
H 4.414 -2.612 -3.272 0.3 0.2 -0.1 0.29
N 6.075 1.698 0.995 0.1 -0.4 -0.1 0.29
C 4.422 -3.012 2.992 0.4 0.6 -0.4 -1.19
F 7.049 2.853 -4.358 -0.5 0.8 -0.6 -0.23
C -8.457 -2.313 1.762 0.4 0.8 0.2 -0.43
H 6.005 -2.407 1.572 0.1 0.0 -0.3 -0.18
H -3.034 2.395 -0.282 0.2 0.3 0.2 0.10
H 3.402 -2.667 2.859 -0.2 -0.3 -0.1 0.27
C 5.029 1.047 0.590 -1.5 -0.1 -1.1 -0.30
N 5.109 -0.092 -0.244 0.5 -1.0 1.7 0.34
H -9.070 0.928 1.315 -0.3 -0.1 0.5 0.52
C 5.342 -1.973 2.326 -0.6 0.1 1.1 0.50
H 5.302 4.503 -2.442 0.2 -0.3 0.0 0.40
O -9.336 -2.449 0.665 -0.2 -0.4 0.3 -0.27
H -7.937 -0.870 3.219 0.1 0.1 0.1 0.38
H 4.458 -5.316 5.658 0.0 -0.1 0.0 0.30
O 3.764 -1.945 -1.474 0.2 -0.7 -0.5 -0.36
Ca -1.385 3.753 -2.961 0.4 -1.8 -1.0 1.42
C 2.918 0.088 0.553 0.1 0.2 -1.6 0.45
H 0.285 2.206 -2.156 0.3 -0.5 0.5 0.40
C 2.141 0.527 -0.765 -1.5 0.2 1.6 -0.79
H 0.166 0.232 0.020 0.1 0.0 0.4 0.12
H 2.974 -2.737 0.270 -0.1 0.1 0.2 0.45
O 5.929 2.780 1.816 0.1 0.3 -0.1 -0.42
O -3.956 2.259 -3.198 1.3 0.2 -0.2 -0.61
Br 1.387 3.873 -4.828 -0.8 0.2 1.0 -0.70
O -0.126 -2.969 1.323 0.5 -0.2 0.6 -0.65
H 1.898 -0.295 -1.428 0.2 -0.2 0.0 0.39
C -4.182 3.502 -2.868 -1.3 0.3 -0.5 -0.19
H 5.619 -2.702 -1.935 -0.1 -0.3 -0.6 -0.13
H 4.858 0.097 -1.224 -0.1 0.1 0.2 0.10
C -9.403 -3.769 0.181 0.0 0.5 -0.3 -0.76
O 5.061 1.130 -2.882 -0.6 0.8 0.4 -0.72
N -0.872 -2.590 0.407 0.1 0.0 -0.4 0.84
H 4.701 -2.958 0.003 0.1 -0.1 0.6 0.80
C 4.553 -2.846 -2.224 -0.5 0.4 -0.2 -0.18
C -2.417 1.518 -0.065 0.3 -1.0 -0.8 0.23
C 0.769 1.105 -0.218 0.0 0.7 -1.2 -1.06
O 6.751 -0.106 -4.118 0.1 0.4 0.1 -0.64
O 6.971 0.224 -1.722 1.1 0.1 -0.1 -0.69
F 7.226 3.130 -2.202 -0.3 0.0 -0.3 -0.27
O -1.982 -3.078 0.242 -0.1 0.1 0.0 -0.64
H -8.669 -3.057 2.537 -0.1 -0.2 -0.1 0.42
C 4.120 -0.908 0.519 -1.0 1.4 0.1 -0.27
C -5.846 0.561 0.661 0.3 0.4 1.1 -0.33
H -2.813 -0.504 0.556 0.4 -0.5 -0.1 -0.22
O 3.935 -5.225 4.855 0.0 -0.1 0.2 -0.61
H 3.596 1.571 1.871 -0.1 0.7 -0.2 0.48
C -8.594 -0.917 2.352 -0.5 -0.3 -0.4 -0.89
C -4.444 0.708 1.276 -0.3 -0.1 -0.9 -1.01
H 4.250 -3.880 -2.071 0.1 -0.1 0.2 0.31
H -3.222 4.036 -2.542 0.1 1.5 1.0 -0.42
H -7.146 1.990 1.654 0.2 0.2 0.2 0.34
H -8.192 -0.234 0.344 0.1 -0.2 -0.1 0.47
F 8.708 1.991 -3.314 -0.3 0.1 0.2 -0.20
C -3.362 0.360 0.229 -0.5 0.8 0.5 -0.31
H 4.555 -4.019 2.621 -0.1 -0.2 -0.1 0.36
H -3.872 0.115 -0.702 0.1 -0.2 -0.1 0.42
H -8.768 -3.880 -0.703 0.1 -0.1 0.0 0.25
Cl 1.864 -0.485 1.808 -0.3 0.2 0.5 -0.08
H -5.943 1.214 -0.206 0.1 -0.1 -0.3 0.21
H -0.417 2.930 -0.689 0.3 0.0 0.2 0.82
F -10.135 1.688 2.819 -0.1 0.1 0.1 -0.95
H 3.038 -5.440 5.135 0.0 0.0 -0.1 0.32
H 6.990 1.375 0.713 0.2 0.3 -0.1 0.23
O 4.837 4.934 -3.184 0.0 0.2 -0.4 -0.32
H -9.606 -0.774 2.724 -0.1 0.1 0.0 0.34
H -4.345 1.733 1.643 0.2 0.0 0.2 0.24
N 3.753 1.329 0.894 0.1 -0.5 1.6 -0.20
H 0.954 1.705 0.668 0.1 0.0 0.2 0.50
C -8.273 0.191 1.347 0.6 0.3 0.1 -0.79
S 6.435 0.717 -2.987 0.8 -1.5 -0.7 1.39
H -1.373 0.145 -1.438 0.0 -0.2 -0.1 0.17
C -0.171 1.959 -1.159 -0.2 -0.7 -0.8 -1.39
O -0.438 -1.694 -0.379 0.1 0.2 -0.2 -0.49
H 5.239 4.713 -4.060 -0.3 -0.1 0.3 0.43
H -4.838 3.757 -2.008 0.2 -0.4 0.2 0.22
H -1.728 1.695 0.764 -0.3 0.2 0.3 0.34
H 6.128 2.492 2.720 0.0 -0.1 0.0 0.35
C 3.875 -2.247 -0.104 -0.5 0.2 -0.5 -1.33
H -5.927 -0.478 0.350 -0.2 -0.1 -0.2 0.29
H -10.433 -3.954 -0.114 -0.1 -0.2 0.0 0.21
H -7.415 -2.438 1.433 0.1 -0.3 -0.1 0.24
H 2.681 1.332 -1.253 0.4 -0.2 -0.2 0.39
H -2.132 1.572 -2.177 -0.1 -0.4 -0.2 0.55
H -9.092 -4.497 0.930 0.0 -0.1 0.1 0.34
H 4.602 -3.014 4.058 0.1 -0.2 0.1 0.33
H 5.994 -1.571 3.096 0.2 0.2 -0.1 0.48
H -4.545 4.211 -3.656 0.2 -0.2 -0.2 0.27
C 7.405 2.247 -3.245 0.9 -0.5 0.6 0.45
Li 6.497 -2.060 -0.434 0.1 1.1 -0.3 0.92
H -6.572 0.661 2.666 -0.2 0.0 0.3 0.44
```
Positions in Å, forces in eV/Å.

Summary:
- multiplicity = 1
- net charge = 0
- E_HOMO (eV) = -4.17
- gap between HOMO and LUMO (eV) = 0.76

# 6
DFT (ωB97M-V with the def2-TZVPD basis set) results for one molecule with the formula C5H7NO at a distorted geometry.

```
14
Properties=species:S:1:pos:R:3:forces:R:3:nbo_charge:R:1
C 0.280 -1.044 -0.486 -0.2 -0.5 0.0 0.69
C -0.455 0.296 -0.459 0.2 -0.2 0.4 -0.35
C 0.619 1.142 0.303 0.0 0.0 -0.2 -0.27
N 1.608 -0.816 -0.184 -0.1 -0.3 -0.2 -0.63
H -2.450 -0.692 -0.287 0.6 0.3 -0.1 0.23
H 2.742 0.693 0.824 -0.7 0.1 -0.1 0.22
H -1.759 -0.117 1.228 -0.1 0.1 0.0 0.21
H 0.555 2.127 0.749 -0.4 -0.1 -0.4 0.22
C 1.761 0.441 0.406 -0.3 0.1 -0.3 -0.01
H -0.632 0.530 -1.542 0.6 0.4 0.8 0.25
H 2.250 -1.585 -0.112 0.0 0.0 0.1 0.41
O -0.202 -2.135 -0.682 0.1 0.1 -0.3 -0.59
H -2.456 1.038 0.074 0.2 -0.1 0.1 0.21
C -1.861 0.123 0.168 0.1 0.1 0.2 -0.60
```
Positions in Å, forces in eV/Å.

Summary:
- multiplicity = 1
- energy relative to the best compared isomer or geometry (same formula, charge and spin) (eV) = 0.369
- net charge = 0
- E_HOMO (eV) = -8.67
- gap between HOMO and LUMO (eV) = 9.61

# 7
DFT (ωB97M-V with the def2-TZVPD basis set) results for a 5-piece molecular cluster, C8H20IN4O4 overall.

```
37
Properties=species:S:1:pos:R:3:forces:R:3:nbo_charge:R:1
N -3.004 -1.722 0.613 -0.5 0.1 -0.1 -0.84
N -0.738 3.206 1.424 0.0 0.5 -0.2 -0.85
O -0.506 5.474 1.299 -0.3 0.0 0.2 -0.64
N 0.155 -3.125 1.586 0.1 -0.1 0.2 -0.84
H 4.135 0.753 -0.135 0.0 0.0 0.1 0.23
H 3.261 -0.670 -0.736 -0.2 0.3 0.0 0.24
H -0.395 2.388 0.926 -0.4 -0.2 0.2 0.42
H -0.573 3.261 2.416 0.3 -0.1 -0.1 0.39
C 4.013 0.659 -2.278 -0.1 -0.1 -0.1 0.67
H -2.799 -2.665 0.894 0.2 0.1 0.2 0.40
C 0.818 -4.236 1.176 -0.4 0.0 -0.1 0.67
H -1.547 3.443 -1.029 0.1 -0.1 0.2 0.23
O 0.797 -5.289 1.797 0.0 0.1 0.1 -0.65
O -4.464 -1.414 2.324 -0.2 -0.2 0.0 -0.64
H -0.336 -3.169 2.463 0.1 0.0 0.0 0.39
C 4.100 0.004 -0.921 0.0 -0.7 -0.2 -0.72
H 1.948 0.892 -2.101 0.1 0.0 0.2 0.43
H 1.779 -5.135 -0.464 -0.2 0.0 -0.1 0.23
H -4.998 0.861 1.275 0.1 0.0 0.2 0.23
C -3.955 -1.023 1.289 0.1 -0.2 0.0 0.67
I 0.071 0.048 -0.184 0.1 0.1 -0.2 -0.91
H -4.867 0.132 -0.311 0.0 -0.3 0.1 0.22
H -1.526 5.202 -1.072 0.2 0.2 0.1 0.23
C -0.987 4.329 -0.724 0.2 -0.7 -0.2 -0.72
H -3.433 0.827 0.385 -0.1 0.1 0.2 0.24
H -2.380 -1.245 -0.023 0.1 -0.1 0.0 0.42
H 2.687 1.599 -3.502 0.1 -0.1 -0.1 0.39
O 4.992 0.800 -2.994 0.1 0.2 0.0 -0.65
C -0.726 4.403 0.761 0.0 0.0 0.1 0.68
H 4.988 -0.628 -0.913 0.2 0.3 0.1 0.22
C -4.345 0.273 0.639 0.3 0.6 -0.5 -0.72
H -0.002 4.241 -1.192 -0.1 0.3 -0.2 0.23
N 2.777 1.073 -2.651 -0.1 0.1 0.0 -0.83
C 1.496 -4.128 -0.165 0.5 -0.1 -0.1 -0.72
H 0.859 -3.642 -0.901 0.0 0.0 0.0 0.23
H 0.277 -2.217 1.150 -0.1 -0.1 -0.1 0.43
H 2.429 -3.559 -0.121 -0.1 0.2 0.2 0.23
```
Positions in Å, forces in eV/Å.

Summary:
- multiplicity = 1
- energy relative to the best compared isomer or geometry (same formula, charge and spin) (eV) = 0.000
- net charge = -1
- E_HOMO (eV) = -5.81
- gap between HOMO and LUMO (eV) = 8.74

# 8
DFT (ωB97M-V with the def2-TZVPD basis set) results for a 2-piece molecular cluster, C4H13NSi overall at a distorted geometry.

```
19
Properties=species:S:1:pos:R:3:forces:R:3:nbo_charge:R:1
H -1.634 2.271 0.586 0.7 -1.5 -0.6 0.18
H -1.494 0.485 -1.845 0.8 1.0 -0.9 0.22
C -1.465 -0.159 -1.015 -1.0 -2.9 1.7 -0.66
H 1.977 0.115 -2.204 0.3 0.5 -0.8 -0.20
H -0.303 2.384 -0.539 0.0 -1.5 1.1 0.22
H -1.088 -1.215 -1.322 -1.4 1.6 0.3 0.22
H -1.593 0.100 2.126 0.0 0.3 0.4 0.21
Si 2.051 -0.151 -0.798 -3.1 0.7 2.2 1.06
C -0.884 -0.453 1.525 -0.1 0.1 -1.3 -0.68
C -0.612 1.731 0.358 -1.2 3.3 0.3 -0.69
H -0.131 2.202 1.265 0.4 -1.2 -0.9 0.22
C -0.683 0.218 0.201 3.1 2.6 -1.6 -0.03
N 2.174 -1.887 -0.656 -0.1 0.3 1.1 -1.28
H -2.547 -0.099 -0.648 0.8 -0.9 -0.6 0.19
H 3.098 -2.275 -0.563 0.2 -0.3 -0.1 0.38
H 2.717 0.985 0.079 -0.1 -1.3 -0.9 -0.17
H 1.588 -2.260 0.106 0.5 0.3 -0.6 0.40
H -1.256 -1.435 1.406 -0.6 -1.2 -0.2 0.21
H 0.085 -0.557 1.936 0.7 0.2 1.2 0.22
```
Positions in Å, forces in eV/Å.

Summary:
- multiplicity = 1
- energy relative to the best compared isomer or geometry (same formula, charge and spin) (eV) = 3.832
- net charge = 0
- E_HOMO (eV) = -6.89
- gap between HOMO and LUMO (eV) = 7.24